{"formula": "C33H44Cl2F7N2O11", "method": "ωB97M-V/def2-TZVPD", "homo_lumo_gap_ev": 7.900, "total_charge": 1, "e_lumo_ha": -0.1195, "elements": ["C", "C", "N", "C", "C", "F", "F", "C", "F", "F", "C", "F", "F", "F", "C", "N", "C", "Cl", "C", "C", "Cl", "C", "O", "C", "C", "H", "H", "H", "H", "H", "H", "H", "H", "H", "H", "H", "H", "H", "H", "O", "C", "O", "C", "C", "C", "H", "H", "H", "H", "H", "H", "O", "C", "O", "C", "C", "C", "H", "H", "H", "H", "H", "H", "O", "C", "O", "C", "C", "C", "H", "H", "H", "H", "H", "H", "O", "C", "O", "C", "C", "C", "H", "H", "H", "H", "H", "H", "O", "C", "O", "C", "C", "C", "H", "H", "H", "H", "H", "H"], "xyz": [[0.4103, -4.5178, -2.2449], [-0.8498, -4.1308, -1.8922], [-1.1094, -2.7045, -1.8902], [-2.1320, -2.0491, -2.6276], [-3.2353, -2.5915, -3.5635], [-3.2220, -3.9603, -3.7017], [-3.0576, -2.0645, -4.8400], [-4.6911, -2.1668, -3.1123], [-5.5666, -2.8594, -3.9314], [-4.9003, -0.8254, -3.3713], [-5.0689, -2.5408, -1.6292], [-6.4157, -2.2724, -1.4932], [-4.9507, -3.8882, -1.4146], [-4.4435, -1.7946, -0.6818], [-2.0149, -0.6574, -2.3469], [-0.9227, -0.4376, -1.4751], [-0.4693, 0.8953, -0.9989], [-1.2628, 2.2023, -1.9750], [-0.7612, 1.1789, 0.5235], [-0.1852, 2.6310, 0.8514], [-2.5572, 1.2349, 0.8988], [-0.4472, -1.6982, -1.2262], [0.5983, -1.9959, -0.3967], [-0.0005, -2.1033, 0.9612], [-0.4305, -3.5802, 1.3195], [0.8345, -5.5162, -1.9969], [1.0086, -3.7839, -2.8420], [-1.6058, -4.9181, -1.6766], [-2.7123, 0.0777, -2.7974], [0.6412, 0.9626, -1.1696], [-0.2658, 0.4465, 1.2039], [0.2007, 2.7123, 1.8956], [-0.9373, 3.4267, 0.5965], [0.6708, 2.7914, 0.1357], [0.6718, -1.6578, 1.7429], [-0.9470, -1.4872, 0.9275], [-1.4717, -3.7634, 0.9288], [-0.4569, -3.7725, 2.4248], [0.2588, -4.2847, 0.7781], [1.2497, 4.0402, -1.6062], [2.3229, 4.5810, -1.5001], [2.9838, 4.7069, -0.3289], [4.1756, 5.4959, -0.5290], [4.4816, 5.3791, -2.0056], [3.0955, 5.2463, -2.6133], [3.9681, 6.5221, -0.2282], [4.9808, 5.1049, 0.0866], [5.0541, 6.2203, -2.3931], [5.0541, 4.4671, -2.1957], [2.6475, 6.2196, -2.8243], [3.1042, 4.6261, -3.5078], [-4.7747, -6.6175, 2.1901], [-5.3728, -7.1585, 1.3029], [-5.6189, -8.4949, 1.2637], [-6.2564, -8.8265, 0.0176], [-6.8794, -7.5343, -0.4685], [-5.9151, -6.4897, 0.0635], [-5.4974, -9.2072, -0.6706], [-7.0031, -9.6028, 0.1839], [-7.0124, -7.5007, -1.5498], [-7.8598, -7.3976, -0.0050], [-5.0916, -6.3051, -0.6289], [-6.4243, -5.5604, 0.3113], [-7.5088, -13.3400, 4.0641], [-7.3824, -12.1505, 4.0203], [-8.1538, -11.3354, 3.2507], [-7.6706, -9.9873, 3.3458], [-6.8961, -9.9307, 4.6459], [-6.3396, -11.3398, 4.7529], [-7.0397, -9.7818, 2.4786], [-8.5133, -9.2950, 3.3419], [-6.1317, -9.1533, 4.6579], [-7.5806, -9.7425, 5.4773], [-5.3834, -11.4408, 4.2356], [-6.2511, -11.6612, 5.7887], [6.0488, 7.4082, 0.3984], [7.0794, 6.8130, 0.2155], [7.2074, 5.7691, -0.6460], [8.5328, 5.2203, -0.5410], [9.3782, 6.3348, 0.0373], [8.3855, 7.0704, 0.9207], [8.4959, 4.3438, 0.1115], [8.8797, 4.9112, -1.5266], [10.2588, 5.9759, 0.5694], [9.7165, 6.9970, -0.7638], [8.3381, 6.6426, 1.9244], [8.6013, 8.1374, 0.9659], [8.4634, 10.5421, 1.4738], [7.5794, 11.2092, 1.0093], [7.7765, 12.4007, 0.3897], [6.5069, 12.9833, 0.0544], [5.5353, 11.8218, 0.0142], [6.1082, 10.8852, 1.0630], [6.2472, 13.7172, 0.8218], [6.5800, 13.4904, -0.9073], [4.5029, 12.1162, 0.2034], [5.5731, 11.3407, -0.9669], [5.7305, 11.1125, 2.0621], [5.9278, 9.8407, 0.8104]], "atomic_forces_ev_per_a": [[-1.1, 0.9, -0.1], [2.6, -1.3, -0.3], [-1.6, 1.9, -0.9], [0.3, 2.9, 0.8], [0.4, -0.1, -0.9], [0.2, 1.4, 0.5], [-0.1, -0.5, 1.6], [-0.7, -0.2, -1.4], [1.1, 0.8, 1.2], [0.6, -1.7, 0.9], [-2.6, 0.2, 0.6], [1.8, -0.2, -0.2], [0.7, 1.9, -0.2], [-0.1, -1.3, -1.2], [-0.7, -2.5, -0.9], [-1.9, -2.5, -1.6], [0.4, 0.8, 0.8], [0.6, -1.2, 0.3], [0.3, 1.7, 0.3], [0.4, -0.5, -1.0], [1.0, -0.7, -0.3], [2.0, -1.1, 0.7], [-2.0, 0.9, -0.3], [-1.3, -0.4, 1.5], [0.0, 0.2, -0.8], [-0.7, 0.8, -0.7], [-0.1, -0.7, 1.2], [0.2, 1.5, 0.5], [1.1, -0.2, 0.8], [-1.2, -0.1, 0.2], [-0.6, 0.4, -0.8], [-0.6, -0.1, -0.8], [0.7, -0.9, 0.5], [-0.7, 0.1, 0.9], [-0.2, -0.5, -1.2], [1.1, -0.5, 0.3], [1.0, 0.1, 0.4], [0.2, 0.3, -1.1], [-0.6, 0.6, 0.9], [0.3, -0.1, 0.3], [-0.3, 0.2, -0.1], [-0.5, -0.4, -0.4], [0.3, 0.3, 0.1], [0.2, 0.1, -0.3], [0.5, -0.2, 0.0], [0.0, -0.1, 0.0], [-0.3, -0.1, 0.1], [0.0, 0.0, 0.1], [0.0, 0.1, 0.0], [-0.1, -0.1, -0.1], [-0.3, 0.1, 0.0], [-0.1, -0.4, 0.0], [0.5, 0.4, 0.2], [0.1, 0.4, 0.0], [-0.2, -0.3, -0.3], [-0.3, 0.2, -0.3], [-0.5, -0.2, -0.1], [0.0, 0.0, 0.1], [0.2, 0.0, 0.2], [0.0, -0.1, 0.1], [0.1, 0.0, 0.0], [0.0, 0.1, 0.1], [0.3, 0.1, 0.0], [-0.3, 0.3, -0.2], [0.3, -0.7, 0.0], [0.0, -0.2, 0.1], [-0.1, 0.3, -0.1], [0.3, 0.3, 0.3], [-0.2, 0.5, 0.2], [0.0, -0.1, 0.2], [-0.1, -0.2, -0.1], [-0.1, 0.0, -0.1], [0.0, 0.0, -0.1], [0.0, -0.1, 0.1], [0.2, -0.3, -0.2], [0.3, -0.3, -0.5], [-0.1, 0.5, 0.7], [-0.2, 0.3, 0.1], [0.4, -0.3, -0.1], [0.4, 0.1, 0.1], [0.4, 0.1, -0.4], [-0.1, 0.0, 0.0], [-0.3, 0.0, 0.0], [-0.1, -0.1, -0.1], [0.0, -0.1, 0.0], [-0.1, 0.1, 0.0], [-0.3, 0.0, 0.3], [0.1, 0.3, -0.4], [0.1, -0.3, 0.5], [0.1, -0.3, 0.1], [-0.2, 0.3, -0.2], [-0.4, -0.1, -0.1], [-0.3, 0.0, -0.5], [0.0, 0.0, 0.0], [0.2, 0.0, 0.1], [0.1, 0.1, 0.0], [0.0, 0.1, 0.0], [0.1, -0.1, 0.0], [0.1, 0.0, 0.4]], "lowdin_charge": [0.094, -0.113, 0.095, -0.019, -0.315, 0.119, 0.118, -0.285, 0.136, 0.134, -0.435, 0.142, 0.144, 0.153, 0.041, 0.049, -0.563, 0.738, -0.678, -0.136, 0.591, -0.245, 0.008, -0.167, -0.050, 0.095, 0.101, 0.141, 0.131, 0.149, 0.083, 0.093, 0.078, 0.048, 0.139, 0.106, 0.079, 0.098, 0.083, 0.048, -0.471, 0.039, -0.160, -0.158, -0.070, 0.121, 0.113, 0.120, 0.122, 0.137, 0.127, 0.119, -0.479, 0.001, -0.153, -0.150, -0.091, 0.131, 0.126, 0.121, 0.125, 0.118, 0.126, 0.126, -0.483, 0.027, -0.160, -0.154, -0.076, 0.094, 0.129, 0.118, 0.121, 0.133, 0.128, 0.103, -0.456, 0.000, -0.147, -0.150, -0.061, 0.129, 0.128, 0.122, 0.125, 0.142, 0.110, 0.109, -0.476, 0.033, -0.158, -0.161, -0.076, 0.129, 0.126, 0.118, 0.120, 0.138, 0.103]}

=====

{"formula": "C33H44CsF5N8O5S", "method": "ωB97M-V/def2-TZVPD", "homo_lumo_gap_ev": 6.332, "total_charge": -2, "e_lumo_ha": 0.1165, "de_lowest_ev": 0.164, "elements": ["Cs", "C", "C", "C", "C", "C", "C", "C", "N", "C", "C", "C", "C", "C", "C", "C", "N", "C", "C", "C", "C", "H", "H", "H", "H", "H", "H", "H", "H", "H", "H", "H", "H", "H", "H", "H", "H", "H", "H", "H", "H", "H", "H", "H", "H", "C", "N", "C", "C", "N", "N", "C", "N", "N", "H", "H", "H", "H", "H", "H", "H", "H", "H", "H", "H", "O", "C", "O", "C", "C", "C", "N", "C", "C", "C", "O", "O", "H", "H", "H", "C", "S", "C", "O", "H", "H", "H", "H", "H", "H", "F", "C", "F", "C", "F", "F", "F"], "xyz": [[-1.0360, -1.3662, 1.7192], [6.3076, 0.0818, -1.9685], [5.3779, 1.1942, -1.4845], [5.3513, 2.3026, -2.5456], [5.9361, 1.7575, -0.1703], [3.9571, 0.6917, -1.2449], [3.5740, -0.6304, -1.4264], [2.2631, -1.0080, -1.1567], [1.3352, -0.1693, -0.7142], [1.6886, 1.1097, -0.5550], [2.9709, 1.5733, -0.8093], [0.6037, 2.0289, -0.0984], [0.3720, 3.2339, -0.7413], [-0.7181, 4.0251, -0.3652], [-1.5035, 3.5461, 0.6703], [-1.1873, 2.3311, 1.2663], [-0.1547, 1.5837, 0.9027], [-1.0249, 5.3179, -1.1124], [-2.2979, 5.9866, -0.5935], [-1.2196, 5.0103, -2.6029], [0.1539, 6.2855, -0.9373], [7.3091, 0.4882, -2.1258], [5.9647, -0.3443, -2.9130], [6.3828, -0.7228, -1.2352], [6.3627, 2.6749, -2.7269], [4.7333, 3.1433, -2.2290], [4.9482, 1.9248, -3.4871], [6.9543, 2.1256, -0.3210], [5.9579, 0.9852, 0.6004], [5.3279, 2.5826, 0.2011], [4.2686, -1.3811, -1.7753], [1.9301, -2.0268, -1.3274], [3.1900, 2.6202, -0.6387], [1.0118, 3.5207, -1.5674], [-2.3953, 4.0600, 0.9972], [-1.8401, 1.9175, 2.0282], [-3.1669, 5.3373, -0.7122], [-2.4833, 6.9022, -1.1593], [-2.2080, 6.2551, 0.4609], [-2.0609, 4.3308, -2.7467], [-0.3317, 4.5519, -3.0411], [-1.4287, 5.9340, -3.1483], [0.3089, 6.5150, 0.1191], [-0.0442, 7.2201, -1.4683], [1.0795, 5.8603, -1.3295], [2.5960, -5.0833, 0.5893], [1.4767, -5.6145, 1.3399], [1.8035, -6.3666, 2.5378], [0.2885, -4.9068, 1.2415], [-0.0211, -4.1209, 0.2867], [-0.5673, -5.1032, 2.3345], [-1.8979, -4.6289, 2.3221], [-2.1998, -3.9826, 3.4986], [-2.6710, -4.8605, 1.3391], [3.4905, -5.6477, 0.8482], [2.7688, -4.0255, 0.8191], [2.4399, -5.1838, -0.4872], [2.5868, -7.0857, 2.2934], [0.9299, -6.9194, 2.8738], [2.1559, -5.7298, 3.3567], [0.6401, -4.1258, -0.4818], [-0.1053, -4.8881, 3.2146], [-1.4039, -3.5932, 4.0148], [-3.0619, -3.4619, 3.5143], [-3.5519, -4.3662, 1.4710], [-8.1719, 2.3969, -0.3953], [-7.2667, 2.7897, -1.1552], [-7.3126, 3.6302, -2.0801], [-5.8739, 2.1454, -0.9263], [-4.7958, 2.4900, -1.7400], [-3.5682, 1.9057, -1.5035], [-3.3341, 1.0331, -0.5181], [-4.3643, 0.7074, 0.2699], [-5.6451, 1.2254, 0.0841], [-3.9965, -0.2760, 1.3731], [-3.5344, 0.2259, 2.4252], [-4.0767, -1.4979, 1.0962], [-4.9552, 3.2023, -2.5396], [-2.7082, 2.1434, -2.1284], [-6.4661, 0.9413, 0.7292], [-2.5543, -3.1622, -1.6169], [-1.0907, -2.1478, -1.7484], [-1.7492, -0.9212, -2.8745], [-0.0594, -2.9079, -2.5426], [-3.3165, -2.5705, -1.1005], [-2.2793, -4.0080, -0.9858], [-2.8797, -3.4790, -2.6085], [-2.5890, -0.4228, -2.3926], [-2.0395, -1.4173, -3.8009], [-0.9494, -0.2039, -3.0559], [0.5925, -1.5593, 4.4774], [0.6863, -2.9712, 4.4013], [1.6956, -3.1567, 3.4041], [1.4196, -3.3369, 5.6791], [0.6530, -3.0988, 6.7623], [2.5992, -2.7029, 5.9108], [1.7132, -4.6632, 5.6871]], "atomic_forces_ev_per_a": [[0.1, 0.0, 0.0], [0.0, 0.0, 0.0], [0.0, 0.0, 0.0], [0.0, 0.0, 0.0], [0.0, 0.0, 0.0], [0.0, 0.0, 0.0], [0.0, 0.0, 0.0], [-0.1, 0.0, 0.0], [0.1, 0.1, 0.0], [-0.1, 0.0, 0.0], [0.0, 0.0, 0.0], [0.0, 0.0, -0.1], [0.0, 0.0, 0.0], [0.0, -0.1, 0.0], [0.0, 0.0, -0.1], [-0.1, -0.1, 0.0], [0.0, 0.0, 0.1], [0.0, 0.0, 0.0], [0.0, 0.0, 0.0], [0.0, 0.0, 0.0], [0.0, 0.0, 0.0], [0.0, 0.0, 0.0], [0.0, 0.0, 0.0], [0.0, 0.0, 0.0], [0.0, 0.0, 0.0], [0.0, 0.0, 0.0], [0.0, 0.0, 0.0], [0.0, 0.0, 0.0], [0.0, 0.0, 0.0], [0.0, 0.0, 0.0], [0.0, 0.0, 0.0], [0.0, 0.0, 0.0], [0.0, 0.0, 0.0], [0.0, 0.0, 0.0], [0.0, 0.0, 0.0], [0.0, 0.0, 0.1], [0.0, 0.0, 0.0], [0.0, 0.0, 0.0], [0.0, 0.0, 0.0], [0.0, 0.0, 0.0], [0.0, 0.0, 0.0], [0.0, 0.0, 0.0], [0.0, 0.0, 0.0], [0.0, 0.0, 0.0], [0.0, 0.0, 0.0], [0.0, 0.0, 0.0], [0.0, 0.0, 0.0], [0.0, 0.0, 0.0], [0.0, 0.0, 0.0], [0.0, 0.0, 0.0], [0.0, 0.0, 0.0], [0.0, 0.0, -0.1], [0.0, 0.0, 0.1], [0.0, 0.0, 0.0], [0.0, 0.0, 0.0], [0.0, 0.0, 0.0], [0.0, 0.0, 0.0], [0.0, 0.0, 0.0], [0.0, 0.0, 0.0], [0.0, 0.0, 0.0], [0.0, 0.0, 0.0], [0.0, 0.0, 0.0], [0.0, 0.0, 0.0], [0.0, 0.0, 0.0], [0.0, 0.0, 0.0], [0.0, 0.0, 0.0], [0.0, 0.0, 0.0], [0.0, 0.0, 0.0], [0.0, 0.0, 0.0], [0.0, 0.0, 0.0], [0.0, 0.0, 0.0], [0.0, -0.1, 0.0], [0.0, -0.1, -0.1], [0.0, 0.1, 0.1], [0.0, -0.1, 0.0], [0.0, 0.0, 0.0], [0.0, 0.0, 0.0], [0.0, 0.0, 0.0], [0.0, 0.0, 0.0], [0.0, 0.0, 0.0], [0.0, 0.0, 0.1], [0.0, -0.1, -0.1], [0.0, 0.0, 0.0], [0.0, 0.0, 0.0], [0.0, 0.0, 0.0], [0.0, 0.0, 0.0], [0.0, 0.0, 0.0], [0.0, 0.0, 0.0], [0.0, 0.0, 0.0], [0.0, 0.0, 0.0], [0.0, 0.0, 0.0], [0.0, 0.0, 0.0], [0.0, 0.0, 0.0], [0.0, 0.0, 0.0], [0.0, 0.0, 0.0], [0.0, 0.0, 0.0], [0.0, 0.0, 0.0]], "lowdin_charge": [1.065, -0.074, -0.561, -0.049, -0.046, -0.166, 0.000, -0.105, 0.125, -0.204, 0.026, -0.222, 0.025, -0.164, 0.002, -0.122, 0.072, -0.555, -0.059, -0.041, -0.052, 0.081, 0.085, 0.086, 0.081, 0.076, 0.090, 0.081, 0.093, 0.078, 0.099, 0.088, 0.115, 0.112, 0.112, 0.096, 0.090, 0.084, 0.086, 0.077, 0.076, 0.084, 0.087, 0.080, 0.073, -0.069, -0.156, -0.072, -0.464, 0.108, 0.113, -0.611, 0.105, 0.131, 0.078, 0.091, 0.083, 0.077, 0.085, 0.075, 0.019, 0.087, 0.028, 0.091, 0.046, -0.064, -0.703, -0.081, -0.113, -0.031, -0.175, 0.107, -0.188, 0.048, -0.776, -0.135, -0.119, 0.099, 0.090, 0.122, -0.254, 0.710, -0.249, -0.571, 0.047, 0.013, 0.055, 0.027, 0.054, 0.045, -0.114, -0.297, -0.084, -0.606, 0.109, 0.097, 0.089]}

=====

Which total energy belongs to each record? In order, -104497.324; -82068.887 eV.
Which M belongs to each record? In order, 848.610; 892.728 g/mol.